## A
Formula: C3HNO2
Source: OMol25
Level of theory: ωB97M-V/def2-TZVPD

Values from the calculation:
E_HOMO = -10.34 eV
multiplicity = 1
Kohn-Sham gap = 0.3227 hartree

Bonds (Å) are listed after each position.
Element x y z (Å)
1 O 0.369 1.203 -1.787  C2 1.182
2 C 0.531 1.123 -0.619  O1 1.182, C3 1.805, O4 1.599, H7 1.087
3 C -0.233 -0.200 0.342  C2 1.805, O4 1.270, C5 1.442
4 O 0.993 -0.269 0.020  C2 1.599, C3 1.270
5 C -0.884 -1.407 0.788  C3 1.442, N6 1.160
6 N -1.531 -2.314 1.112  C5 1.160
7 H 0.755 1.865 0.143  C2 1.087

## B
Formula: C3HNO2
Source: OMol25
Level of theory: ωB97M-V/def2-TZVPD

Values from the calculation:
E_HOMO = -11.24 eV
multiplicity = 1
SMILES = N#CC(=O)C=O
Kohn-Sham gap = 0.3436 hartree

Bonds (Å) are listed after each position.
Element x y z (Å)
1 O -0.169 1.910 0.017  C2 1.200
2 C 0.443 0.990 -0.450  O1 1.200, C3 1.531, H7 1.106
3 C 0.159 -0.482 -0.139  C2 1.531, O4 1.205, C5 1.473
4 O 0.773 -1.335 -0.729  C3 1.205
5 C -0.857 -0.859 0.859  C3 1.473, N6 1.157
6 N -1.613 -1.314 1.608  C5 1.157
7 H 1.275 1.081 -1.173  C2 1.106

## C
Formula: C3HNO2
Source: OMol25
Level of theory: ωB97M-V/def2-TZVPD

Values from the calculation:
E_HOMO = -10.04 eV
multiplicity = 1
Kohn-Sham gap = 0.3314 hartree

Bonds (Å) are listed after each position.
Element x y z (Å)
1 O -1.676 -0.568 -0.363  C2 1.295, H7 0.973
2 C -0.829 -0.115 0.505  O1 1.295, C3 1.485
3 C 0.320 0.586 -0.123  C2 1.485, O4 1.211, C5 1.482
4 O 0.245 1.713 -0.561  C3 1.211
5 C 1.618 -0.085 0.126  C3 1.482, N6 1.156
6 N 2.618 -0.621 0.347  C5 1.156
7 H -2.417 -0.957 0.133  O1 0.973

Which one sits at the bottom of the stability order? A does.

## A
Formula: C14H19N3O4
Source: OMol25
Level of theory: ωB97M-V/def2-TZVPD

Values from the calculation:
E_HOMO = -8.97 eV
multiplicity = 1
SMILES = NC(=O)CC[C@H](N)C(=O)N[C@@H](Cc1ccccc1)C(=O)O
Kohn-Sham gap = 0.3433 hartree

Bonds (Å) are listed after each position.
Element x y z (Å)
1 C 0.265 1.708 0.433  C2 1.565, C3 1.521, H17 1.122, N34 1.435
2 C 1.302 0.578 0.119  C1 1.565, N36 1.304, O37 1.261
3 C 0.547 2.478 1.714  C1 1.521, C4 1.541, H18 1.072, H19 1.166
4 C -0.219 3.812 1.806  C3 1.541, C5 1.574, H20 1.119, H21 1.141
5 C -0.127 4.443 3.246  C4 1.574, N35 1.360, O38 1.194
6 C 1.396 -1.846 -0.357  C7 1.549, C8 1.565, H25 1.126, N36 1.436
7 C 2.027 -1.835 -1.772  C6 1.549, O39 1.257, O40 1.355
8 C 0.314 -2.957 -0.143  C6 1.565, C9 1.546, H26 1.104, H27 1.168
9 C -1.026 -2.689 -0.866  C8 1.546, C10 1.394, C11 1.413
10 C -2.199 -2.324 -0.207  C9 1.394, C12 1.366, H28 1.047
11 C -1.034 -3.060 -2.230  C9 1.413, C13 1.414, H29 1.126
12 C -3.375 -2.410 -0.896  C10 1.366, C14 1.468, H30 1.104
13 C -2.231 -2.900 -2.967  C11 1.414, C14 1.401, H31 1.152
14 C -3.445 -2.564 -2.354  C12 1.468, C13 1.401, H32 1.100
15 H -1.753 1.330 -0.435  N34 1.211
16 H -1.368 1.071 1.464  N34 1.058
17 H 0.373 2.445 -0.406  C1 1.122
18 H 1.593 2.678 1.839  C3 1.072
19 H 0.291 1.819 2.641  C3 1.166
20 H 0.328 4.416 1.040  C4 1.119
21 H -1.331 3.815 1.545  C4 1.141
22 H 0.395 6.245 4.109  N35 1.041
23 H -0.025 6.174 2.311  N35 1.007
24 H -0.259 -0.521 -0.088  N36 1.023
25 H 2.269 -2.099 0.306  C6 1.126
26 H 0.011 -3.119 0.907  C8 1.104
27 H 0.758 -3.944 -0.581  C8 1.168
28 H -2.176 -2.241 0.836  C10 1.047
29 H -0.122 -3.572 -2.645  C11 1.126
30 H -4.296 -2.169 -0.336  C12 1.104
31 H -2.368 -3.282 -4.045  C13 1.152
32 H -4.382 -2.654 -2.923  C14 1.100
33 H 2.965 -0.337 -1.081  O40 1.036
34 N -1.004 1.040 0.471  C1 1.435, H15 1.211, H16 1.058
35 N 0.044 5.792 3.240  C5 1.360, H22 1.041, H23 1.007
36 N 0.760 -0.573 -0.163  C2 1.304, C6 1.436, H24 1.023
37 O 2.524 0.877 0.030  C2 1.261
38 O -0.177 3.723 4.197  C5 1.194
39 O 1.714 -2.640 -2.685  C7 1.257
40 O 3.105 -1.018 -1.850  C7 1.355, H33 1.036

## B
Formula: C14H19N3O4
Source: OMol25
Level of theory: ωB97M-V/def2-TZVPD

Values from the calculation:
E_HOMO = -9.12 eV
multiplicity = 1
SMILES = NC(=O)CC[C@H](NC(=O)[C@@H](N)Cc1ccccc1)C(=O)O
Kohn-Sham gap = 0.3591 hartree

Bonds (Å) are listed after each position.
Element x y z (Å)
1 C 0.300 -2.888 -0.639  C2 1.469, C3 1.641, H17 1.122, N34 1.509
2 C 0.902 -1.603 -1.017  C1 1.469, N35 1.378, O37 1.225
3 C -1.291 -2.695 -0.990  C1 1.641, C4 1.554, H18 1.136, H19 1.084
4 C -1.969 -1.580 -0.146  C3 1.554, C5 1.454, C6 1.300
5 C -2.432 -0.374 -0.813  C4 1.454, C7 1.376, H20 1.043
6 C -2.059 -1.647 1.150  C4 1.300, C8 1.420, H21 1.207
7 C -2.945 0.607 0.003  C5 1.376, C9 1.384, H22 1.080
8 C -2.611 -0.625 1.967  C6 1.420, C9 1.397, H23 1.091
9 C -3.132 0.527 1.372  C7 1.384, C8 1.397, H24 1.091
10 C 2.150 0.335 -0.278  C11 1.535, C12 1.602, H26 1.084, N35 1.413
11 C 3.391 0.472 0.616  C10 1.535, O38 1.192, O40 1.430
12 C 1.149 1.535 0.073  C10 1.602, C13 1.560, H27 1.167, H28 1.113
13 C -0.006 1.755 -0.951  C12 1.560, C14 1.500, H29 1.115, H30 1.094
14 C -0.814 2.863 -0.343  C13 1.500, N36 1.429, O39 1.212
15 H -0.221 -3.957 1.094  N34 1.003
16 H 1.325 -3.537 0.954  N34 0.959
17 H 0.685 -3.803 -1.161  C1 1.122
18 H -1.978 -3.572 -0.770  C3 1.136
19 H -1.319 -2.338 -2.014  C3 1.084
20 H -2.303 -0.105 -1.813  C5 1.043
21 H -1.720 -2.605 1.801  C6 1.207
22 H -3.400 1.469 -0.464  C7 1.080
23 H -2.570 -0.778 3.046  C8 1.091
24 H -3.407 1.362 2.017  C9 1.091
25 H 1.486 -1.266 0.950  N35 1.025
26 H 2.346 0.116 -1.322  C10 1.084
27 H 1.686 2.571 0.092  C12 1.167
28 H 0.743 1.618 1.106  C12 1.113
29 H 0.435 1.975 -1.952  C13 1.115
30 H -0.706 0.928 -1.110  C13 1.094
31 H -2.453 4.176 -0.542  N36 0.998
32 H -2.283 3.179 -1.941  N36 1.051
33 H 5.102 1.157 0.670  O40 0.935
34 N 0.423 -3.237 0.824  C1 1.509, H15 1.003, H16 0.959
35 N 1.551 -0.917 -0.012  C2 1.378, C10 1.413, H25 1.025
36 N -1.884 3.515 -1.029  C14 1.429, H31 0.998, H32 1.051
37 O 0.802 -1.184 -2.163  C2 1.225
38 O 3.352 0.297 1.795  C11 1.192
39 O -0.650 3.302 0.775  C14 1.212
40 O 4.513 1.059 -0.049  C11 1.430, H33 0.935

Which one sits at the bottom of the stability order? B does.

## A
Formula: C6H14O2
Source: OMol25
Level of theory: ωB97M-V/def2-TZVPD

Values from the calculation:
E_HOMO = -8.89 eV
multiplicity = 1
SMILES = C=C(C)/C=C/C.O.O
Kohn-Sham gap = 0.3551 hartree

Bonds (Å) are listed after each position.
Element x y z (Å)
1 C -1.850 1.236 -0.845  C2 1.515, H7 1.087, H8 1.089, H9 1.090
2 C -1.510 -0.235 -0.971  C1 1.515, C3 1.332, C6 1.476
3 C -2.404 -1.178 -1.267  C2 1.332, H10 1.084, H11 1.082
4 C 1.772 -1.534 0.551  C5 1.515, H12 1.084, H13 1.089, H14 1.095
5 C 0.293 -1.404 0.245  C4 1.515, C6 1.345, H15 1.083
6 C -0.091 -0.573 -0.740  C2 1.476, C5 1.345, H16 1.085
7 H -1.759 1.615 0.170  C1 1.087
8 H -1.178 1.791 -1.497  C1 1.089
9 H -2.884 1.372 -1.163  C1 1.090
10 H -3.468 -0.973 -1.308  C3 1.084
11 H -2.106 -2.175 -1.563  C3 1.082
12 H 2.025 -2.025 1.483  C4 1.084
13 H 2.246 -0.557 0.467  C4 1.089
14 H 2.233 -2.093 -0.271  C4 1.095
15 H -0.457 -1.705 0.965  C5 1.083
16 H 0.666 0.016 -1.246  C6 1.085
17 H 3.147 2.512 -0.183  O19 0.958
18 H 2.456 1.736 0.964  O19 0.962
19 O 2.529 1.805 0.007  H17 0.958, H18 0.962
20 H -0.288 0.859 2.730  O22 0.966
21 H 0.141 0.576 1.317  O22 0.975
22 O 0.485 0.935 2.156  H20 0.966, H21 0.975

## B
Formula: C6H14O2
Source: OMol25
Level of theory: ωB97M-V/def2-TZVPD

Values from the calculation:
E_HOMO = -8.30 eV
multiplicity = 1
SMILES = C=CC=C(C)C.O.O
Kohn-Sham gap = 0.3250 hartree

Bonds (Å) are listed after each position.
Element x y z (Å)
1 C 1.415 -1.086 1.029  C2 1.521, H7 1.093, H8 1.088, H9 1.090
2 C 1.589 -1.510 -0.422  C1 1.521, C3 1.333, C6 1.506
3 C 1.419 -0.642 -1.419  C2 1.333, C4 1.468, H10 1.089
4 C 0.966 0.747 -1.288  C3 1.468, C5 1.327, H11 1.084
5 C 0.539 1.494 -2.298  C4 1.327, H12 1.086, H13 1.090
6 C 2.040 -2.927 -0.654  C2 1.506, H14 1.082, H15 1.090, H16 1.086
7 H 2.241 -0.497 1.438  C1 1.093
8 H 1.248 -1.990 1.610  C1 1.088
9 H 0.528 -0.461 1.129  C1 1.090
10 H 1.639 -0.970 -2.434  C3 1.089
11 H 1.159 1.167 -0.306  C4 1.084
12 H 0.446 1.298 -3.362  C5 1.086
13 H 0.064 2.448 -2.067  C5 1.090
14 H 1.947 -3.512 0.251  C6 1.082
15 H 3.078 -2.966 -0.987  C6 1.090
16 H 1.398 -3.484 -1.331  C6 1.086
17 H -3.511 3.475 2.005  O19 0.965
18 H -4.885 4.009 2.330  O19 0.965
19 O -4.447 3.267 1.895  H17 0.965, H18 0.965
20 H -2.496 0.137 2.312  O22 0.970
21 H -1.933 0.083 0.927  O22 0.969
22 O -1.719 -0.188 1.832  H20 0.970, H21 0.969

Which one sits at the bottom of the stability order? B does.

## A
Formula: C6H14O2
Source: OMol25
Level of theory: ωB97M-V/def2-TZVPD

Values from the calculation:
E_HOMO = -8.48 eV
multiplicity = 1
SMILES = C/C=C/C=C/C.O.O
Kohn-Sham gap = 0.3345 hartree

Bonds (Å) are listed after each position.
Element x y z (Å)
1 C 1.086 -0.190 3.015  C2 1.509, H7 1.088, H8 1.088, H9 1.089
2 C 0.347 0.552 1.929  C1 1.509, C3 1.329, H10 1.084
3 C -0.238 -0.028 0.886  C2 1.329, C4 1.497, H11 1.080
4 C -0.800 0.687 -0.304  C3 1.497, C5 1.327, H12 1.082
5 C -0.426 1.932 -0.574  C4 1.327, C6 1.501, H13 1.082
6 C -0.904 2.777 -1.718  C5 1.501, H14 1.093, H15 1.086, H16 1.096
7 H 2.164 -0.243 2.877  C1 1.088
8 H 0.627 -1.165 3.168  C1 1.088
9 H 0.941 0.427 3.901  C1 1.089
10 H 0.308 1.627 2.061  C2 1.084
11 H -0.271 -1.107 0.864  C3 1.080
12 H -1.575 0.082 -0.755  C4 1.082
13 H 0.251 2.432 0.107  C5 1.082
14 H -0.568 2.486 -2.716  C6 1.093
15 H -1.979 2.926 -1.701  C6 1.086
16 H -0.438 3.769 -1.715  C6 1.096
17 H 2.051 -1.799 -1.286  O19 0.968
18 H 1.374 -0.535 -1.733  O19 0.970
19 O 1.206 -1.335 -1.211  H17 0.968, H18 0.970
20 H -1.168 -2.501 -1.058  O22 0.971
21 H 0.102 -2.979 -0.759  O22 0.970
22 O -0.618 -3.245 -1.352  H20 0.971, H21 0.970

## B
Formula: C6H14O2
Source: OMol25
Level of theory: ωB97M-V/def2-TZVPD

Values from the calculation:
E_HOMO = -9.53 eV
multiplicity = 1
SMILES = CC[C@H](C)CC=O.O
Kohn-Sham gap = 0.3718 hartree

Bonds (Å) are listed after each position.
Element x y z (Å)
1 O 2.871 -1.837 -1.594  C2 1.213
2 C 1.965 -1.047 -1.759  O1 1.213, C3 1.508, H8 1.083
3 C 0.715 -1.189 -0.927  C2 1.508, C4 1.581, H9 1.088, H10 1.121
4 C 0.497 -0.153 0.248  C3 1.581, C5 1.510, C6 1.516, H11 1.095
5 C 0.371 1.315 -0.085  C4 1.510, H12 1.091, H13 1.104, H14 1.091
6 C -0.600 -0.735 1.119  C4 1.516, C7 1.520, H15 1.101, H16 1.121
7 C -0.678 -0.241 2.555  C6 1.520, H17 1.061, H18 1.112, H19 1.109
8 H 2.050 -0.215 -2.448  C2 1.083
9 H 0.381 -2.176 -0.615  C3 1.088
10 H -0.028 -1.046 -1.754  C3 1.121
11 H 1.454 -0.221 0.775  C4 1.095
12 H 0.401 1.726 -1.096  C5 1.091
13 H -0.382 1.900 0.471  C5 1.104
14 H 1.166 1.873 0.411  C5 1.091
15 H -0.592 -1.835 1.087  C6 1.101
16 H -1.634 -0.612 0.704  C6 1.121
17 H -1.591 0.219 2.838  C7 1.061
18 H -0.554 -1.112 3.236  C7 1.112
19 H 0.171 0.433 2.789  C7 1.109
20 H -2.500 1.272 -1.569  O22 0.962
21 H -1.650 2.310 -2.133  O22 0.964
22 O -1.831 1.370 -2.253  H20 0.962, H21 0.964

## C
Formula: C6H14O2
Source: OMol25
Level of theory: ωB97M-V/def2-TZVPD

Values from the calculation:
E_HOMO = -9.32 eV
multiplicity = 1
SMILES = C=C(C)C(=C)C.O.O
Kohn-Sham gap = 0.3674 hartree

Bonds (Å) are listed after each position.
Element x y z (Å)
1 C 1.990 1.410 -1.023  C2 1.506, H7 1.096, H8 1.091, H9 1.090
2 C 1.485 0.810 0.263  C1 1.506, C3 1.318, C5 1.493
3 C 2.207 0.803 1.365  C2 1.318, H10 1.086, H11 1.078
4 C -0.973 0.741 0.694  C5 1.319, H12 1.080, H13 1.084
5 C 0.132 0.178 0.244  C2 1.493, C4 1.319, C6 1.504
6 C 0.154 -1.253 -0.218  C5 1.504, H14 1.097, H15 1.089, H16 1.085
7 H 1.247 1.335 -1.825  C1 1.096
8 H 2.867 0.858 -1.363  C1 1.091
9 H 2.224 2.471 -0.947  C1 1.090
10 H 1.785 0.371 2.267  C3 1.086
11 H 3.216 1.183 1.354  C3 1.078
12 H -1.946 0.280 0.616  C4 1.080
13 H -1.112 1.752 1.057  C4 1.084
14 H 0.405 -1.356 -1.280  C6 1.097
15 H -0.835 -1.703 -0.148  C6 1.089
16 H 0.803 -1.897 0.366  C6 1.085
17 H -2.143 0.605 -3.183  O19 0.965
18 H -2.914 0.992 -1.944  O19 0.964
19 O -2.015 0.956 -2.294  H17 0.965, H18 0.964
20 H -1.901 -3.499 2.351  O22 0.959
21 H -2.233 -2.055 1.898  O22 0.964
22 O -2.444 -2.984 1.750  H20 0.959, H21 0.964

Which one sits at the bottom of the stability order? A does.